1.
Here is a structure of composition C3H6IN3 in a non-equilibrium geometry from the Open Molecules 2025 dataset. Energies are from the ωB97M-V functional and the def2-TZVPD basis.

F_max   6.00 eV/A
Relative energy (zero: lowest compared OMol25 entry of this formula, charge and spin)   3.96 kcal/mol
<S²>   2.011
2S+1   3
HOMO (alpha / beta)   -6.365 / -9.409 eV

CARTESIAN COORDINATES (ANGSTROEM)
C 0.23818 -1.99528 0.08372
C 0.11348 0.25270 -0.79137
C -0.04849 1.38120 0.23851
N 1.58043 -1.34793 -0.26752
N 1.43947 -0.20919 -0.62568
N -0.82232 -1.21988 -0.44678
I -1.34236 -1.87418 -2.33412
H 0.15996 -2.90824 -0.42922
H 0.13642 -1.94914 1.15051
H -0.12850 0.60231 -1.78792
H 0.63810 2.20326 0.23209
H -0.01033 0.82701 1.24360
H -0.99819 1.90144 0.04867

***

2.
Here is the molecule C3H2N4O in a non-equilibrium geometry from the Open Molecules 2025 dataset. Energies are from the ωB97M-V functional and the def2-TZVPD basis.

SMILES   O=c1nccnnn1
F_max   4.96 eV/A
Relative energy (zero: lowest compared OMol25 entry of this formula, charge and spin)   60.56 kcal/mol
HOMO   -10.025 eV

CARTESIAN COORDINATES (ANGSTROEM)
C 0.81930 0.61959 -0.29487
C -0.76747 -0.55674 -1.30808
C -0.89367 -1.39971 -0.12744
H -1.07535 -1.12157 -2.20502
H -1.27069 -2.40835 -0.20607
N 0.06303 0.39753 -1.35047
N -0.75600 -1.04201 1.18308
N -0.68680 0.34938 1.54197
N 0.17910 0.96274 0.92774
O 1.97522 0.85970 -0.41534

***

3.
Here is a structure of composition C2H7N2O5Sn2 in a non-equilibrium geometry from the Open Molecules 2025 dataset. Energies are from the ωB97M-V functional and the def2-TZVPD basis.

F_max   3.60 eV/A
Total charge   +3
Relative energy (zero: lowest compared OMol25 entry of this formula, charge and spin)   69.74 kcal/mol
HOMO   -18.063 eV

CARTESIAN COORDINATES (ANGSTROEM)
Sn 13.24121 14.23632 -15.16217
Sn 16.97302 15.54519 -13.62222
O 15.14916 13.46506 -13.36241
H 15.76757 12.87002 -13.82598
C 16.22774 12.16628 -10.14555
N 15.84590 11.54528 -8.85962
O 16.11432 12.18539 -7.86730
O 15.33456 10.45493 -8.85834
H 17.20906 11.79959 -10.44330
H 16.32269 13.22878 -9.91586
H 15.51544 11.97811 -10.94516
C 13.17647 14.68687 -10.61735
N 11.85197 14.41971 -11.27449
O 10.90543 14.41611 -10.57539
O 11.78090 14.21948 -12.51220
H 13.52212 13.72643 -10.24434
H 12.94404 15.38123 -9.81684
H 13.79154 15.08439 -11.41788

***

4.
Here is a structure of composition C22H42GaNP3S in a non-equilibrium geometry from the Open Molecules 2025 dataset. Energies are from the ωB97M-V functional and the def2-TZVPD basis.

F_max   2.59 eV/A
Total charge   +3
Relative energy (zero: lowest compared OMol25 entry of this formula, charge and spin)   0.00 kcal/mol
HOMO   -15.784 eV

CARTESIAN COORDINATES (ANGSTROEM)
Ga 1.47748 -0.14655 0.48213
P 2.91608 1.30340 1.68879
P -0.74827 0.00126 1.60826
P -1.95835 2.98452 -2.55344
H 1.47273 -1.02545 -2.54328
C 0.97634 -0.04793 -2.53964
C 1.20519 0.71930 -1.24210
H 2.11669 1.31869 -1.42967
C 4.40430 0.62429 2.46124
C 2.15857 2.28846 3.02064
C 3.51518 2.56059 0.51763
C -2.09991 -0.89290 0.75529
C -0.78569 -0.69614 3.29641
C -1.40134 1.69028 1.80388
C -2.26821 4.10930 -3.91930
C -0.85394 3.82130 -1.39523
C -3.49460 2.57975 -1.71229
H 1.41094 0.54637 -3.37714
H 0.35737 1.40437 -1.13048
H 4.86211 -0.12262 1.80323
H 4.15367 0.13702 3.41110
H 5.12447 1.43151 2.64871
H 1.58201 1.64173 3.69288
H 1.49429 3.05933 2.61413
H 2.95956 2.77470 3.59571
H 3.90348 2.07531 -0.38353
H 4.31363 3.14891 0.98332
H 2.69697 3.22869 0.22530
H -2.97727 -0.98354 1.41935
H -1.77614 -1.90267 0.46342
H -2.40096 -0.35751 -0.15871
H -1.72277 -0.40590 3.78931
H 0.06040 -0.31494 3.87949
H -0.72791 -1.78962 3.25685
H -2.13861 1.71667 2.61659
H -1.89025 2.01351 0.87637
H -0.58754 2.38325 2.04414
H -3.31019 4.46795 -3.90514
H -2.07282 3.55520 -4.84703
H -1.58141 4.96717 -3.85138
H -0.89687 4.90376 -1.59114
H 0.18516 3.48794 -1.54020
H -1.15662 3.64684 -0.35099
H -4.31591 3.13073 -2.18861
H -3.44363 2.85510 -0.64910
H -3.69071 1.50145 -1.79364
C -1.25149 -1.76274 -2.83609
C -2.63345 -2.04028 -2.75948
C -3.06532 -3.32250 -2.40263
C -2.14230 -4.32802 -2.10334
C -0.77889 -4.03442 -2.11506
C -0.33805 -2.77585 -2.51607
S -0.73091 -0.19040 -3.44288
H -1.39373 1.79637 -3.13766
H -3.33770 -1.24387 -2.97413
H -4.13965 -3.52578 -2.36448
H -2.48533 -5.34642 -1.89194
H -0.03333 -4.78590 -1.83197
H 0.73161 -2.58237 -2.57719
C 1.40814 -4.60323 2.70464
C 2.36288 -3.64761 3.05974
C 2.44384 -2.44923 2.35384
N 1.62607 -2.19047 1.29534
C 0.70627 -3.12493 0.94153
C 0.56316 -4.32035 1.63368
H 1.33975 -5.54273 3.24648
H 3.05908 -3.78779 3.88666
H 3.18523 -1.68272 2.61046
H 0.07231 -2.89246 0.07417
H -0.21489 -5.00915 1.29423

***

5.
Here is a cluster of 2 separate species, C3H7S in total in a non-equilibrium geometry from the Open Molecules 2025 dataset. Energies are from the ωB97M-V functional and the def2-TZVPD basis.

F_max   1.94 eV/A
Total charge   -1
Relative energy (zero: lowest compared OMol25 entry of this formula, charge and spin)   26.59 kcal/mol
HOMO   -2.504 eV

CARTESIAN COORDINATES (ANGSTROEM)
S 2.15268 -1.09561 -1.60932
H 1.53008 -1.80510 -0.65154
C -0.75632 0.66786 -0.83975
C -0.69595 0.29014 0.65467
C 0.34252 -0.01883 1.43819
H -1.47534 0.28182 -1.53306
H 0.22587 0.36525 -1.19397
H -1.06825 1.70183 -0.89806
H -1.67952 0.27622 1.08092
H 0.10794 -0.36130 2.39845
H 1.31628 -0.30228 1.15346

***

6.
Here is a structure of composition C46H59Br14Cl2F12N2O3PS2 in a non-equilibrium geometry from the Open Molecules 2025 dataset. Energies are from the ωB97M-V functional and the def2-TZVPD basis.

F_max   3.08 eV/A
HOMO   -8.361 eV

CARTESIAN COORDINATES (ANGSTROEM)
C 4.06371 4.68458 4.52873
C 3.19167 4.71061 3.69742
C 2.12027 4.33393 2.81418
C 0.80065 4.39634 3.22310
C -0.22395 3.99068 2.38079
S -1.85610 4.11287 3.08731
O -1.89111 5.28750 3.91006
O -2.90317 4.04296 2.11712
C -2.02165 2.60732 4.19958
F -0.87247 1.93198 4.17260
F -3.00633 1.82716 3.80533
F -2.25267 2.98807 5.44535
C 0.01379 3.50972 1.09115
C 1.36157 3.45536 0.69014
C 2.40807 3.85588 1.52460
P 4.12559 3.70386 0.89413
N 4.50370 2.20729 0.57738
S 1.65853 2.81666 -0.93818
C 0.45894 1.50213 -0.93258
C 0.77344 0.26553 -1.48775
C 2.11200 -0.00274 -2.12959
C 3.00176 -0.93432 -1.27116
C 2.50527 -2.39130 -1.33787
C 3.59306 -3.44080 -1.12910
C 2.94689 -4.83466 -1.14436
O 2.94434 -5.44944 0.16612
C 1.70417 -6.10352 0.38202
C 1.37083 -7.20972 -0.63601
C -0.20679 -0.71170 -1.38943
C -1.43158 -0.48819 -0.76692
C -2.31731 -1.68293 -0.69702
Cl -3.25228 -2.19783 -2.05807
C -2.33616 -2.40429 0.42382
C -1.51178 -2.06899 1.63284
Cl -3.30053 -3.83487 0.57541
C -1.74466 0.77278 -0.24319
C -3.06414 1.05252 0.46099
C -4.02199 2.08166 -0.20533
C -5.47957 1.65951 -0.26671
F -5.86714 1.35170 0.99727
F -6.24777 2.72301 -0.64346
C -5.83210 0.49600 -1.21424
F -7.18889 0.43750 -1.29824
F -5.43666 -0.65746 -0.66179
C -5.33160 0.67846 -2.66189
F -5.68812 1.89564 -3.10912
F -3.99574 0.60911 -2.74435
C -5.93262 -0.37330 -3.68005
F -6.42976 -1.44250 -3.07274
F -4.95459 -0.78974 -4.48686
F -6.86189 0.17736 -4.44583
C -0.77151 1.77919 -0.32374
N -1.03454 3.08062 0.23559
C -1.32820 4.08634 -0.79865
H 4.83178 4.64588 5.26291
H 0.52712 4.73913 4.21225
H 4.99386 4.27550 1.83553
H 4.21038 4.45055 -0.30243
H 3.71719 1.60502 0.78963
H 2.65541 0.93107 -2.26253
H 1.99756 -0.45562 -3.11578
H 3.02974 -0.57729 -0.24225
H 4.00362 -0.90953 -1.70429
H 1.74338 -2.53138 -0.56306
H 1.98867 -2.54290 -2.28879
H 4.13225 -3.30653 -0.19370
H 4.26118 -3.39003 -1.99176
H 3.36014 -5.46239 -1.92104
H 1.88794 -4.71954 -1.41136
H 1.79338 -6.58172 1.35834
H 0.87049 -5.39828 0.47226
H 0.51625 -6.89709 -1.23995
H 2.18939 -7.39139 -1.32900
H 1.08655 -8.12949 -0.12969
H -0.00783 -1.69074 -1.80220
H -1.89237 -2.56351 2.52235
H -0.48166 -2.41021 1.49470
H -1.45956 -0.99563 1.80503
H -3.54103 0.10020 0.68431
H -2.78057 1.48619 1.41824
H -3.62587 2.36358 -1.17710
H -4.00359 2.98433 0.40241
H -2.35104 4.00524 -1.14649
H -1.21493 5.09959 -0.41187
H -0.67971 4.01473 -1.66106
Br 5.13541 -6.21632 -0.53723
C 6.11210 -7.41559 -1.73563
C 7.12236 -8.24700 -0.99185
Br 8.70972 -7.21254 -0.53297
H 6.56205 -6.80395 -2.51283
H 5.34733 -8.05395 -2.17484
H 7.48713 -9.06325 -1.61170
H 6.73301 -8.64448 -0.06652
Br 0.45515 3.81850 -3.84405
C 0.89897 5.26594 -5.07099
C 2.30438 5.75955 -4.86794
Br 2.45124 6.85701 -3.26692
H 0.14870 6.03470 -4.90121
H 0.78308 4.84707 -6.06832
H 2.60235 6.40580 -5.69041
H 3.02234 4.95277 -4.76171
Br -4.77190 8.70554 5.74956
C -4.11021 6.87937 5.60582
C -4.02496 6.20591 6.94778
Br -2.48543 6.82027 7.96720
H -3.15398 6.93088 5.10015
H -4.82784 6.36578 4.96904
H -3.87672 5.13526 6.82369
H -4.90022 6.38240 7.56434
Br -5.73058 6.62440 1.57463
C -6.29915 7.15130 -0.20696
C -6.41320 5.95027 -1.10790
Br -4.65197 5.32619 -1.64291
H -5.57824 7.87990 -0.56350
H -7.26692 7.63215 -0.08157
H -6.93129 6.20626 -2.03016
H -6.91288 5.10931 -0.63847
Br 9.39907 -13.10162 -0.12931
C 8.98124 -11.59016 1.02117
C 7.59025 -11.69160 1.58821
Br 6.24101 -11.23353 0.26366
H 9.12911 -10.69238 0.42878
H 9.71917 -11.62307 1.81940
H 7.45664 -10.97169 2.39337
H 7.35116 -12.68650 1.94874
Br -3.39562 9.74702 -6.59056
C -4.49049 8.25923 -5.98121
C -3.96524 7.66844 -4.70077
Br -2.39695 6.56226 -5.00968
H -4.52301 7.53963 -6.79253
H -5.48265 8.67734 -5.82628
H -4.70012 6.99850 -4.25863
H -3.67967 8.42029 -3.97224
Br 0.85298 -9.80713 2.88905
C 2.43193 -10.03844 4.00286
C 3.13426 -8.72879 4.24221
Br 4.13895 -8.16509 2.67728
H 3.06335 -10.76814 3.50643
H 2.06504 -10.45227 4.93963
H 3.86970 -8.83002 5.03748
H 2.44906 -7.92307 4.48488